Here is a 5-piece molecular cluster, C31H71BrFN4O18P4 overall at a distorted geometry from OMol25. Energies are from ωB97M-V/def2-TZVPD.

Computed properties:
Calculated total energy ... -186027.2683 eV
Total charge ... +1
F_max ... 6.505 eV/A
LUMO energy ... -3.0 eV
Kohn-Sham gap ... 8.54 eV

Bonds (Å) are listed after each position.
Element x y z (Å)
1 C -2.961 4.039 1.914  C2 1.527, H28 1.091, H29 1.091, H30 1.091
2 C -2.966 3.454 0.504  C1 1.527, C3 1.536, H31 1.097, H32 1.095
3 C -2.224 4.367 -0.483  C2 1.536, C4 1.530, H33 1.092, H34 1.095
4 C -2.387 3.953 -1.947  C3 1.530, C5 1.544, H35 1.090, H36 1.093
5 C -2.028 2.472 -2.193  C4 1.544, C6 1.524, H37 1.093, H38 1.097
6 C -3.212 1.643 -2.676  C5 1.524, C7 1.537, H39 1.090, H40 1.091
7 C -2.899 0.144 -2.806  C6 1.537, N8 1.463, H41 1.087, H42 1.087
8 N -2.502 -0.421 -1.516  C7 1.463, C9 1.327, N23 1.374
9 C -3.299 -0.890 -0.565  N8 1.327, C10 1.481, N16 1.328
10 C -4.777 -0.990 -0.601  C9 1.481, C11 1.545, H43 1.091, H44 1.091
11 C -5.512 0.278 -0.113  C10 1.545, C12 1.535, H45 1.093, H46 1.091
12 C -6.820 -0.136 0.576  C11 1.535, C13 1.533, H47 1.091, H48 1.094
13 C -7.837 0.997 0.751  C12 1.533, O14 1.410, H49 1.099, H50 1.091
14 O -7.957 1.489 2.067  C13 1.410, C15 1.416
15 C -6.725 1.872 2.652  O14 1.416, H51 1.095, H52 1.087, H53 1.096
16 N -2.587 -1.284 0.485  C9 1.328, C17 1.326
17 C -1.315 -1.086 0.166  N16 1.326, N18 1.336, N23 1.347
18 N -0.317 -1.411 0.992  C17 1.336, C19 1.451, H54 1.005
19 C -0.611 -1.980 2.294  N18 1.451, F20 1.372, C21 1.517, H55 1.091
20 F -1.344 -1.066 3.008  C19 1.372
21 C 0.667 -2.359 3.019  C19 1.517, C22 1.532, H56 1.087, H57 1.094
22 C 1.490 -1.140 3.446  C21 1.532, H58 1.092, H59 1.090, H60 1.087
23 N -1.210 -0.556 -1.067  N8 1.374, C17 1.347, C24 1.435
24 C -0.012 -0.228 -1.786  N23 1.435, C25 1.535, H61 1.089, H62 1.089
25 C 0.093 -1.031 -3.091  C24 1.535, O26 1.189, Br27 1.910
26 O -0.486 -2.055 -3.259  C25 1.189
27 Br 1.220 -0.248 -4.419  C25 1.910
28 H -3.297 5.077 1.896  C1 1.091
29 H -3.607 3.486 2.596  C1 1.091
30 H -1.951 4.018 2.328  C1 1.091
31 H -2.430 2.498 0.553  C2 1.097
32 H -3.980 3.223 0.161  C2 1.095
33 H -2.576 5.388 -0.325  C3 1.092
34 H -1.164 4.354 -0.209  C3 1.095
35 H -1.743 4.570 -2.574  C4 1.090
36 H -3.420 4.143 -2.251  C4 1.093
37 H -1.600 2.059 -1.277  C5 1.093
38 H -1.220 2.438 -2.934  C5 1.097
39 H -4.024 1.776 -1.959  C6 1.090
40 H -3.482 1.994 -3.673  C6 1.091
41 H -3.798 -0.367 -3.141  C7 1.087
42 H -2.109 0.029 -3.544  C7 1.087
43 H -5.022 -1.803 0.085  C10 1.091
44 H -5.128 -1.319 -1.580  C10 1.091
45 H -5.766 0.871 -0.994  C11 1.093
46 H -4.887 0.890 0.539  C11 1.091
47 H -6.573 -0.622 1.522  C12 1.091
48 H -7.277 -0.892 -0.070  C12 1.094
49 H -7.678 1.818 0.038  C13 1.099
50 H -8.823 0.584 0.533  C13 1.091
51 H -6.182 1.005 3.043  C15 1.095
52 H -6.957 2.515 3.497  C15 1.087
53 H -6.113 2.407 1.917  C15 1.096
54 H 0.648 -1.266 0.750  N18 1.005
55 H -1.225 -2.869 2.143  C19 1.091
56 H 0.410 -2.991 3.865  C21 1.087
57 H 1.259 -2.948 2.313  C21 1.094
58 H 1.847 -0.582 2.577  C22 1.092
59 H 2.379 -1.498 3.964  C22 1.090
60 H 0.931 -0.492 4.116  C22 1.087
61 H 0.854 -0.523 -1.195  C24 1.089
62 H 0.086 0.831 -2.021  C24 1.089
63 C 0.877 4.928 7.989  O64 1.438, H71 1.087, H72 1.087, H73 1.087
64 O 0.242 5.066 6.706  C63 1.438, P65 1.621
65 P 1.065 4.669 5.368  O64 1.621, O66 1.485, O67 1.610, O69 1.622
66 O 2.431 5.163 5.680  P65 1.485
67 O 0.124 5.623 4.476  P65 1.610, C68 1.428
68 C 0.038 7.008 4.813  O67 1.428, H74 1.090, H75 1.089, H76 1.088
69 O 1.289 3.752 4.049  P65 1.622, C70 1.436
70 C 2.343 2.778 4.094  O69 1.436, H77 1.089, H78 1.088, H79 1.089
71 H 0.092 4.959 8.740  C63 1.087
72 H 1.417 3.988 8.075  C63 1.087
73 H 1.565 5.756 8.139  C63 1.087
74 H 0.940 7.347 5.323  C68 1.090
75 H -0.832 7.189 5.443  C68 1.089
76 H -0.074 7.558 3.881  C68 1.088
77 H 2.379 2.250 5.045  C70 1.089
78 H 3.296 3.272 3.918  C70 1.088
79 H 2.151 2.061 3.297  C70 1.089
80 C -7.458 -3.128 3.457  O81 1.441, H88 1.088, H89 1.088, H90 1.088
81 O -6.092 -3.171 3.916  C80 1.441, P82 1.598
82 P -5.772 -2.592 5.371  O81 1.598, O83 1.472, O84 1.599, O86 1.577
83 O -6.562 -1.371 5.592  P82 1.472
84 O -4.213 -2.345 5.110  P82 1.599, C85 1.424
85 C -3.850 -1.333 4.177  O84 1.424, H91 1.093, H92 1.090, H93 1.083
86 O -5.516 -3.370 6.719  P82 1.577, C87 1.445
87 C -6.639 -3.599 7.598  O86 1.445, H94 1.088, H95 1.087, H96 1.086
88 H -7.533 -3.805 2.609  C80 1.088
89 H -8.155 -3.448 4.229  C80 1.088
90 H -7.707 -2.115 3.146  C80 1.088
91 H -4.626 -0.568 4.102  C85 1.093
92 H -3.677 -1.775 3.196  C85 1.090
93 H -2.937 -0.870 4.529  C85 1.083
94 H -7.530 -3.901 7.051  C87 1.088
95 H -6.843 -2.691 8.160  C87 1.087
96 H -6.352 -4.395 8.278  C87 1.086
97 C 3.635 -2.515 -6.572  O98 1.434, H105 1.089, H106 1.088, H107 1.087
98 O 5.031 -2.189 -6.572  C97 1.434, P99 1.627
99 P 5.513 -0.809 -7.286  O98 1.627, O100 1.488, O101 1.602, O103 1.611
100 O 4.691 -0.778 -8.527  P99 1.488
101 O 7.005 -1.368 -7.454  P99 1.602, C102 1.429
102 C 7.216 -2.589 -8.167  O101 1.429, H108 1.090, H109 1.090, H110 1.087
103 O 6.093 0.693 -7.216  P99 1.611, C104 1.437
104 C 5.179 1.786 -7.401  O103 1.437, H111 1.089, H112 1.087, H113 1.087
105 H 3.479 -3.287 -5.819  C97 1.089
106 H 3.019 -1.652 -6.327  C97 1.088
107 H 3.350 -2.901 -7.547  C97 1.087
108 H 6.423 -2.763 -8.894  C102 1.090
109 H 7.272 -3.426 -7.471  C102 1.090
110 H 8.166 -2.493 -8.687  C102 1.087
111 H 4.238 1.631 -6.874  C104 1.089
112 H 4.984 1.910 -8.463  C104 1.087
113 H 5.664 2.676 -7.008  C104 1.087
114 C 8.282 -2.171 -4.399  O115 1.440, H122 1.086, H123 1.089, H124 1.087
115 O 8.966 -3.400 -4.706  C114 1.440, P116 1.595
116 P 9.743 -4.160 -3.539  O115 1.595, O117 1.472, O118 1.594, O120 1.584
117 O 10.407 -3.179 -2.666  P116 1.472
118 O 10.709 -4.987 -4.501  P116 1.594, C119 1.427
119 C 11.694 -4.271 -5.246  O118 1.427, H125 1.090, H126 1.090, H127 1.087
120 O 9.313 -5.448 -2.723  P116 1.584, C121 1.438
121 C 8.631 -5.259 -1.471  O120 1.438, H128 1.089, H129 1.088, H130 1.087
122 H 7.595 -1.974 -5.218  C114 1.086
123 H 7.718 -2.254 -3.471  C114 1.089
124 H 8.998 -1.357 -4.322  C114 1.087
125 H 11.974 -3.344 -4.746  C119 1.090
126 H 11.318 -4.051 -6.245  C119 1.090
127 H 12.568 -4.912 -5.326  C119 1.087
128 H 7.879 -4.472 -1.529  C121 1.089
129 H 9.358 -5.012 -0.700  C121 1.088
130 H 8.144 -6.199 -1.227  C121 1.087

Here is a 5-piece molecular cluster, C31H71N5O9 overall at a distorted geometry from OMol25. Energies are from ωB97M-V/def2-TZVPD.

Computed properties:
SMILES string ... C=CC[C@@H]1CNC(=O)C1.COCCNCCOC.COCCNCCOC.COCCNCCOC.COCCNCCOC
Calculated total energy ... -59166.6753 eV
F_max ... 4.192 eV/A
LUMO energy ... 0.3 eV
Energy relative to the best compared isomer or geometry (same formula, charge and spin) ... 62.1 kcal/mol
Kohn-Sham gap ... 8.69 eV

Bonds (Å) are listed after each position.
Element x y z (Å)
1 C 3.134 -0.027 -4.462  C2 1.432, H10 1.145, H11 1.132
2 C 1.906 0.305 -3.806  C1 1.432, C3 1.596, H12 1.132
3 C 0.757 -0.802 -3.858  C2 1.596, C4 1.603, H13 1.145, H14 1.155
4 C -0.667 -0.336 -3.285  C3 1.603, C5 1.628, C9 1.629, H15 1.151
5 C -1.762 -0.634 -4.452  C4 1.628, N6 1.515, H16 1.148, H17 1.137
6 N -2.349 0.688 -4.900  C5 1.515, C7 1.508, H18 1.038
7 C -1.221 1.638 -4.585  N6 1.508, O8 1.235, C9 1.604
8 O -0.677 2.440 -5.351  C7 1.235
9 C -0.925 1.256 -3.055  C4 1.629, C7 1.604, H19 1.141, H20 1.163
10 H 3.453 -1.126 -4.426  C1 1.145
11 H 3.689 0.786 -5.021  C1 1.132
12 H 1.840 1.317 -3.302  C2 1.132
13 H 0.654 -1.107 -4.957  C3 1.145
14 H 1.143 -1.749 -3.322  C3 1.155
15 H -1.074 -0.998 -2.436  C4 1.151
16 H -2.622 -1.284 -4.055  C5 1.148
17 H -1.439 -1.219 -5.372  C5 1.137
18 H -2.974 0.861 -4.089  N6 1.038
19 H -0.079 1.839 -2.558  C9 1.141
20 H -1.808 1.379 -2.309  C9 1.163
21 C -7.115 4.130 1.514  O22 1.419, H30 1.091, H31 1.093, H32 1.094
22 O -6.100 3.776 2.440  C21 1.419, C23 1.428
23 C -6.254 2.464 2.982  O22 1.428, C24 1.529, H33 1.096, H34 1.094
24 C -5.185 1.516 2.434  C23 1.529, N25 1.465, H35 1.094, H36 1.094
25 N -5.411 1.220 1.018  C24 1.465, C26 1.465, H37 1.012
26 C -4.286 0.545 0.367  N25 1.465, C27 1.539, H38 1.096, H39 1.094
27 C -2.947 1.301 0.304  C26 1.539, O28 1.425, H40 1.096, H41 1.095
28 O -2.963 2.450 -0.538  C27 1.425, C29 1.420
29 C -3.481 3.622 0.074  O28 1.420, H42 1.093, H43 1.091, H44 1.092
30 H -7.041 5.202 1.325  C21 1.091
31 H -6.977 3.610 0.563  C21 1.093
32 H -8.111 3.917 1.913  C21 1.094
33 H -7.263 2.068 2.823  C23 1.096
34 H -6.102 2.557 4.061  C23 1.094
35 H -5.206 0.583 3.005  C24 1.094
36 H -4.214 1.994 2.589  C24 1.094
37 H -5.591 2.082 0.521  N25 1.012
38 H -4.601 0.343 -0.663  C26 1.096
39 H -4.127 -0.427 0.844  C26 1.094
40 H -2.217 0.618 -0.145  C27 1.096
41 H -2.554 1.547 1.295  C27 1.095
42 H -3.260 3.669 1.144  C29 1.093
43 H -4.556 3.692 -0.099  C29 1.091
44 H -3.022 4.487 -0.409  C29 1.092
45 C 4.634 -0.067 -1.484  O46 1.419, H54 1.092, H55 1.091, H56 1.093
46 O 5.364 0.529 -2.545  C45 1.419, C47 1.427
47 C 5.754 1.876 -2.281  O46 1.427, C48 1.529, H57 1.096, H58 1.095
48 C 7.262 1.976 -2.046  C47 1.529, N49 1.464, H59 1.094, H60 1.094
49 N 7.644 1.362 -0.773  C48 1.464, C50 1.464, H61 1.012
50 C 9.089 1.180 -0.613  N49 1.464, C51 1.539, H62 1.095, H63 1.095
51 C 9.805 0.255 -1.613  C50 1.539, O52 1.423, H64 1.095, H65 1.095
52 O 9.450 -1.118 -1.495  C51 1.423, C53 1.419
53 C 8.256 -1.480 -2.172  O52 1.419, H66 1.093, H67 1.091, H68 1.092
54 H 4.198 -0.997 -1.854  C45 1.092
55 H 5.291 -0.312 -0.648  C45 1.091
56 H 3.824 0.583 -1.143  C45 1.093
57 H 5.188 2.313 -1.451  C47 1.096
58 H 5.513 2.448 -3.183  C47 1.095
59 H 7.557 3.029 -2.040  C48 1.094
60 H 7.757 1.483 -2.888  C48 1.094
61 H 7.203 0.455 -0.693  N49 1.012
62 H 9.237 0.761 0.389  C50 1.095
63 H 9.575 2.161 -0.619  C50 1.095
64 H 10.874 0.303 -1.382  C51 1.095
65 H 9.709 0.598 -2.648  C51 1.095
66 H 8.099 -0.901 -3.085  C53 1.093
67 H 7.400 -1.379 -1.502  C53 1.091
68 H 8.327 -2.536 -2.443  C53 1.092
69 C -6.752 -6.685 -0.864  O70 1.419, H78 1.091, H79 1.093, H80 1.094
70 O -6.797 -5.507 -1.653  C69 1.419, C71 1.428
71 C -8.080 -4.878 -1.670  O70 1.428, C72 1.529, H81 1.096, H82 1.094
72 C -8.061 -3.571 -0.876  C71 1.529, N73 1.464, H83 1.093, H84 1.094
73 N -7.934 -3.823 0.561  C72 1.464, C74 1.465, H85 1.012
74 C -7.638 -2.624 1.349  N73 1.465, C75 1.539, H86 1.095, H87 1.095
75 C -6.316 -1.890 1.061  C74 1.539, O76 1.426, H88 1.093, H89 1.095
76 O -5.150 -2.623 1.427  C75 1.426, C77 1.419
77 C -4.717 -3.570 0.462  O76 1.419, H90 1.093, H91 1.091, H92 1.092
78 H -5.817 -7.203 -1.084  C69 1.091
79 H -6.762 -6.444 0.202  C69 1.093
80 H -7.584 -7.356 -1.102  C69 1.094
81 H -8.871 -5.550 -1.321  C71 1.096
82 H -8.290 -4.636 -2.716  C71 1.094
83 H -8.987 -3.023 -1.064  C72 1.093
84 H -7.223 -2.975 -1.248  C72 1.094
85 H -7.193 -4.493 0.719  N73 1.012
86 H -7.617 -2.942 2.397  C74 1.095
87 H -8.468 -1.918 1.251  C74 1.095
88 H -6.307 -0.993 1.685  C75 1.093
89 H -6.247 -1.534 0.028  C75 1.095
90 H -4.920 -3.246 -0.563  C77 1.093
91 H -5.178 -4.540 0.655  C77 1.091
92 H -3.639 -3.700 0.574  C77 1.092
93 C 4.993 -1.076 5.711  O94 1.419, H102 1.091, H103 1.093, H104 1.094
94 O 3.791 -0.368 5.452  C93 1.419, C95 1.428
95 C 3.802 0.975 5.939  O94 1.428, C96 1.529, H105 1.096, H106 1.094
96 C 3.882 1.976 4.786  C95 1.529, N97 1.464, H107 1.093, H108 1.094
97 N 5.196 1.943 4.141  C96 1.464, C98 1.465, H109 1.012
98 C 5.252 2.672 2.871  N97 1.465, C99 1.539, H110 1.095, H111 1.095
99 C 4.349 2.179 1.727  C98 1.539, O100 1.423, H112 1.095, H113 1.095
100 O 4.712 0.905 1.205  C99 1.423, C101 1.419
101 C 4.211 -0.199 1.941  O100 1.419, H114 1.093, H115 1.091, H116 1.093
102 H 4.814 -2.132 5.504  C93 1.091
103 H 5.798 -0.735 5.055  C93 1.093
104 H 5.298 -0.975 6.757  C93 1.094
105 H 4.600 1.140 6.672  C95 1.096
106 H 2.847 1.123 6.452  C95 1.094
107 H 3.695 2.983 5.171  C96 1.093
108 H 3.087 1.724 4.078  C96 1.094
109 H 5.456 0.982 3.963  N97 1.012
110 H 6.289 2.607 2.525  C98 1.095
111 H 5.048 3.731 3.059  C98 1.095
112 H 4.473 2.883 0.898  C99 1.095
113 H 3.285 2.207 1.986  C99 1.095
114 H 3.236 0.005 2.391  C101 1.093
115 H 4.931 -0.499 2.704  C101 1.091
116 H 4.103 -1.043 1.254  C101 1.093

- Among the records above, which one has the highest calculated total energy?
  C31H71N5O9

- Look up the Kohn-Sham gap of the first one.
  8.54 eV

- Which of these has the lowest calculated total energy?
  C31H71BrFN4O18P4

- The highest Kohn-Sham gap belongs to which entry?
  C31H71N5O9